Entry 1:
Molecular formula: C41H41ClCoNOP2
Method: DFT, ωB97M-V/def2-TZVPD

Positions of all 88 atoms, in Å:
Co (0.12, 0.07, 0.18)
C (1.53, 3.28, 0.15)
N (2.64, 2.58, 0.74)
C (3.25, 1.60, -0.12)
P (2.35, 0.02, 0.11)
C (3.23, -1.14, -0.97)
C (3.49, -0.78, -2.30)
C (4.08, -1.68, -3.18)
C (4.40, -2.96, -2.75)
C (4.12, -3.34, -1.44)
C (3.54, -2.44, -0.56)
C (2.90, -0.38, 1.81)
C (4.24, -0.64, 2.09)
C (4.65, -0.90, 3.39)
C (3.72, -0.90, 4.43)
C (2.38, -0.63, 4.16)
C (1.98, -0.37, 2.86)
C (3.41, 3.22, 1.75)
C (2.77, 3.68, 2.90)
C (3.50, 4.32, 3.90)
C (4.87, 4.48, 3.78)
C (5.51, 4.03, 2.63)
C (4.78, 3.41, 1.62)
P (-0.02, 2.26, -0.05)
C (-1.22, 3.05, 1.07)
C (-2.31, 3.80, 0.65)
C (-3.20, 4.33, 1.58)
C (-3.00, 4.12, 2.94)
C (-1.92, 3.36, 3.37)
C (-1.04, 2.82, 2.44)
C (-0.57, 2.69, -1.74)
C (-0.60, 4.01, -2.19)
C (-1.01, 4.31, -3.48)
C (-1.39, 3.28, -4.34)
C (-1.36, 1.96, -3.91)
C (-0.95, 1.67, -2.61)
H (1.78, 3.65, -0.86)
H (1.28, 4.15, 0.76)
H (4.28, 1.41, 0.17)
H (3.25, 1.91, -1.18)
H (3.23, 0.22, -2.65)
H (4.28, -1.38, -4.20)
H (4.86, -3.66, -3.43)
H (4.37, -4.34, -1.11)
H (3.33, -2.75, 0.46)
H (4.97, -0.65, 1.29)
H (5.69, -1.10, 3.60)
H (4.04, -1.10, 5.44)
H (1.66, -0.62, 4.97)
H (0.94, -0.14, 2.65)
H (1.70, 3.54, 3.02)
H (2.98, 4.67, 4.79)
H (5.44, 4.97, 4.57)
H (6.57, 4.16, 2.52)
H (5.29, 3.09, 0.72)
H (-2.48, 3.98, -0.41)
H (-4.04, 4.92, 1.24)
H (-3.69, 4.53, 3.66)
H (-1.76, 3.18, 4.43)
H (-0.21, 2.20, 2.78)
H (-0.31, 4.82, -1.53)
H (-1.03, 5.34, -3.82)
H (-1.71, 3.52, -5.35)
H (-1.65, 1.17, -4.58)
H (-0.89, 0.64, -2.28)
C (-3.22, -1.89, -0.11)
C (-2.76, -0.98, 1.00)
O (-1.84, 0.05, 0.55)
H (-3.80, -2.72, 0.30)
H (-2.38, -2.31, -0.66)
H (-3.87, -1.36, -0.82)
H (-2.23, -1.52, 1.78)
H (-3.61, -0.47, 1.46)
H (-2.29, 0.60, -0.10)
Cl (0.63, -3.77, -2.90)
C (0.51, -4.47, -1.32)
C (0.60, -5.84, -1.20)
C (0.51, -6.43, 0.06)
C (0.33, -5.63, 1.20)
C (0.24, -4.27, 1.07)
C (0.31, -3.64, -0.20)
C (0.20, -2.25, -0.32)
H (0.74, -6.45, -2.08)
H (0.57, -7.51, 0.15)
H (0.28, -6.09, 2.18)
H (0.12, -3.64, 1.95)
H (0.27, -1.74, -1.27)
H (0.05, -1.70, 0.62)

The HOMO-LUMO gap (spin up / spin down) comes out at 8.3 / 6.8 eV. The expectation value of S² is 0.799. For the strongest force on any atom, the calculation gives 0.012 Eh/bohr. The charge is +1. Its spin multiplicity is 2. The total energy comes out at -4242.34646 hartree.

Mulliken analysis output, partial charges in e:
1. Co -0.3327
2. C -1.5806
3. N 1.0852
4. C -1.5304
5. P 2.2434
6. C 0.7873
7. C -0.7122
8. C -0.7648
9. C -0.5823
10. C -0.7028
11. C -0.5966
12. C 0.6964
13. C -0.4797
14. C -0.9174
15. C -0.5985
16. C -0.9105
17. C -0.4468
18. C 0.2785
19. C -0.0384
20. C -0.8284
21. C -0.5516
22. C -0.7918
23. C -0.2737
24. P 2.0824
25. C 0.4799
26. C -0.3688
27. C -0.7440
28. C -0.5942
29. C -0.8941
30. C -0.4087
31. C 0.2009
32. C -0.2723
33. C -0.8045
34. C -0.5662
35. C -0.8204
36. C -0.6037
37. H 0.3905
38. H 0.7097
39. H 0.5498
40. H 0.5663
41. H 0.2827
42. H 0.4402
43. H 0.4005
44. H 0.4560
45. H 0.4128
46. H 0.4425
47. H 0.4685
48. H 0.4347
49. H 0.4734
50. H 0.0574
51. H 0.2894
52. H 0.4165
53. H 0.4085
54. H 0.4153
55. H 0.4678
56. H 0.4202
57. H 0.4430
58. H 0.3991
59. H 0.4506
60. H 0.1632
61. H 0.4401
62. H 0.4218
63. H 0.4066
64. H 0.4690
65. H 0.1988
66. C -1.0087
67. C -0.5079
68. O -0.2311
69. H 0.3931
70. H 0.2061
71. H 0.3942
72. H 0.3442
73. H 0.3746
74. H 0.1740
75. Cl -0.1949
76. C 0.7686
77. C -0.6090
78. C -0.4502
79. C -0.8213
80. C -0.5090
81. C 0.8862
82. C -1.5587
83. H 0.4709
84. H 0.4151
85. H 0.4231
86. H 0.4650
87. H 0.3341
88. H 0.2087

---

Entry 2:
Molecular formula: C70H63BN2O11P
Method: DFT, ωB97M-V/def2-TZVPD

Positions of all 148 atoms, in Å:
C (-2.38, -3.28, 4.20)
C (-3.04, -2.94, 2.86)
C (-3.82, -1.61, 2.86)
C (-3.26, -0.50, 1.93)
N (-2.53, 0.56, 2.65)
B (-1.06, 0.89, 2.17)
C (-1.09, 1.53, 0.62)
C (-0.67, 0.71, -0.60)
N (0.70, 0.90, -1.11)
C (0.82, 0.56, -2.53)
C (0.83, -0.97, -2.75)
C (1.30, 2.17, -0.91)
C (2.75, 2.12, -0.50)
O (0.74, 3.24, -1.09)
C (-0.60, 2.12, 3.17)
C (0.84, 2.42, 2.89)
C (1.25, 4.01, 2.78)
O (1.60, 2.88, 3.85)
P (-0.06, -0.76, 2.53)
C (1.51, -0.87, 1.57)
O (0.62, -0.49, 4.06)
H (-1.34, -2.97, 4.19)
H (-2.45, -4.35, 4.39)
H (-2.87, -2.73, 5.00)
H (-3.73, -3.73, 2.56)
H (-2.25, -2.89, 2.11)
H (-4.83, -1.82, 2.51)
H (-3.86, -1.19, 3.86)
H (-4.12, -0.06, 1.43)
H (-2.67, -0.99, 1.15)
H (-3.07, 1.41, 2.55)
H (-0.61, 2.50, 0.64)
H (-2.14, 1.78, 0.45)
H (-1.38, 0.88, -1.42)
H (-0.78, -0.35, -0.37)
H (0.00, 1.01, -3.09)
H (1.76, 0.95, -2.89)
H (1.59, -1.21, -3.49)
H (-0.13, -1.29, -3.14)
H (1.05, -1.48, -1.83)
H (3.29, 2.98, -0.89)
H (2.83, 2.12, 0.58)
H (3.18, 1.18, -0.85)
H (-1.14, 3.03, 2.94)
H (-0.65, 1.86, 4.23)
H (1.34, 1.78, 2.17)
H (2.11, 4.60, 3.11)
H (1.80, 3.73, 1.82)
H (1.25, -1.20, 0.57)
H (2.14, -1.65, 2.00)
H (2.12, 0.03, 1.48)
H (-0.11, -0.45, 4.69)
C (3.21, 11.65, -0.46)
C (3.81, 10.89, 0.54)
C (3.34, 9.62, 0.83)
C (2.25, 9.11, 0.13)
C (1.64, 9.87, -0.87)
C (2.13, 11.14, -1.16)
C (0.45, 9.36, -1.61)
O (-0.06, 10.03, -2.48)
C (-0.07, 8.01, -1.26)
C (-1.19, 7.52, -1.91)
C (-1.67, 6.26, -1.60)
C (-1.03, 5.48, -0.65)
C (0.09, 5.96, 0.01)
C (0.57, 7.23, -0.29)
C (1.76, 7.73, 0.44)
O (2.31, 7.03, 1.26)
H (3.59, 12.63, -0.69)
H (4.65, 11.29, 1.10)
H (3.80, 9.02, 1.61)
H (1.66, 11.72, -1.94)
H (-1.69, 8.13, -2.65)
H (-2.55, 5.88, -2.10)
H (-1.40, 4.49, -0.41)
H (0.59, 5.36, 0.76)
C (0.86, -7.80, 2.65)
C (1.22, -8.97, 1.99)
C (0.31, -9.59, 1.14)
C (-0.95, -9.04, 0.95)
C (-1.31, -7.88, 1.64)
C (-0.39, -7.25, 2.48)
C (-2.67, -7.29, 1.49)
O (-2.97, -6.28, 2.08)
C (-3.64, -7.99, 0.60)
C (-4.93, -7.48, 0.48)
C (-5.84, -8.11, -0.35)
C (-5.47, -9.24, -1.07)
C (-4.19, -9.75, -0.95)
C (-3.27, -9.13, -0.11)
C (-1.90, -9.71, 0.02)
O (-1.58, -10.69, -0.61)
H (1.58, -7.31, 3.31)
H (2.20, -9.40, 2.14)
H (0.58, -10.50, 0.62)
H (-0.67, -6.34, 2.99)
H (-5.21, -6.60, 1.04)
H (-6.85, -7.72, -0.44)
H (-6.18, -9.72, -1.72)
H (-3.89, -10.63, -1.51)
C (-0.65, 2.79, -5.00)
C (-0.24, 1.67, -5.72)
C (-1.10, 1.07, -6.63)
C (-2.38, 1.58, -6.81)
C (-2.80, 2.69, -6.06)
C (-1.92, 3.29, -5.17)
C (-4.18, 3.23, -6.21)
O (-4.55, 4.19, -5.57)
C (-5.11, 2.54, -7.15)
C (-6.41, 2.99, -7.26)
C (-7.29, 2.37, -8.14)
C (-6.85, 1.31, -8.92)
C (-5.55, 0.85, -8.81)
C (-4.67, 1.46, -7.92)
C (-3.28, 0.94, -7.79)
O (-2.91, 0.01, -8.48)
H (0.03, 3.25, -4.29)
H (0.76, 1.27, -5.58)
H (-0.78, 0.21, -7.20)
H (-2.25, 4.15, -4.60)
H (-6.74, 3.82, -6.66)
H (-8.31, 2.72, -8.23)
H (-7.53, 0.83, -9.61)
H (-5.20, 0.02, -9.41)
C (3.24, -0.38, 5.57)
C (3.59, 0.34, 4.44)
C (4.51, -0.18, 3.54)
C (5.09, -1.42, 3.78)
C (4.75, -2.13, 4.93)
C (3.82, -1.61, 5.82)
C (5.39, -3.44, 5.23)
O (5.10, -4.08, 6.22)
C (6.41, -3.97, 4.27)
C (7.05, -5.16, 4.55)
C (7.99, -5.67, 3.66)
C (8.28, -4.98, 2.49)
C (7.64, -3.79, 2.21)
C (6.71, -3.27, 3.10)
C (6.06, -1.96, 2.79)
O (6.32, -1.37, 1.76)
H (2.51, 0.02, 6.26)
H (3.14, 1.31, 4.25)
H (4.77, 0.38, 2.65)
H (3.56, -2.18, 6.70)
H (6.82, -5.69, 5.46)
H (8.49, -6.60, 3.89)
H (9.01, -5.38, 1.80)
H (7.87, -3.24, 1.30)

The HOMO-LUMO gap comes out at 4.4 eV. For the strongest force on any atom, the calculation gives 0.047 Eh/bohr. The charge is -1. Its spin multiplicity is 1. The total energy comes out at -4008.61058 hartree.

Results of the Mulliken charge analysis, in e, for atoms 1 through 99:
1. C -1.1474
2. C 0.1669
3. C -1.0224
4. C -0.3348
5. N -0.6859
6. B 0.6309
7. C 0.0225
8. C -1.1693
9. N 1.2844
10. C -0.2234
11. C -1.5411
12. C 0.1928
13. C -1.3337
14. O -0.5187
15. C -1.7269
16. C 4.3523
17. C -2.3895
18. O -0.6923
19. P 0.2021
20. C -0.5292
21. O -0.2802
22. H 0.1195
23. H 0.2638
24. H 0.4376
25. H 0.2535
26. H 0.1373
27. H 0.4248
28. H 0.2715
29. H 0.3412
30. H 0.0082
31. H 0.2470
32. H -0.3767
33. H 0.2975
34. H 0.4298
35. H 0.3085
36. H -0.0820
37. H 0.7222
38. H 0.4211
39. H 0.3337
40. H 0.2544
41. H 0.4821
42. H -0.0700
43. H 0.4483
44. H 0.5320
45. H 0.1810
46. H -1.6378
47. H 0.4745
48. H 0.2128
49. H -0.2158
50. H 0.5264
51. H -0.1893
52. H 0.2805
53. C -0.4512
54. C -0.4898
55. C -0.4568
56. C 0.0368
57. C 0.0868
58. C -0.5531
59. C 0.5101
60. O -0.6889
61. C 0.5135
62. C -0.8332
63. C -0.7056
64. C -0.3018
65. C -0.3425
66. C 0.0181
67. C 0.4712
68. O -0.6350
69. H 0.3922
70. H 0.3901
71. H 0.4726
72. H 0.4637
73. H 0.4756
74. H 0.5282
75. H 0.3536
76. H 0.7296
77. C -0.6323
78. C -0.4515
79. C -0.6654
80. C 0.3456
81. C 0.1812
82. C -0.4886
83. C 0.3920
84. O -0.6051
85. C 0.1444
86. C -0.4943
87. C -0.4979
88. C -0.4697
89. C -0.5720
90. C 0.2447
91. C 0.5209
92. O -0.6836
93. H 0.4864
94. H 0.3821
95. H 0.4656
96. H 0.6235
97. H 0.4987
98. H 0.4071
99. H 0.3850

---

Entry 3:
Molecular formula: C3H5N3
Method: DFT, ωB97M-V/def2-TZVPD

Positions of all 11 atoms, in Å:
C (0.97, -1.27, 0.36)
N (0.16, -0.12, -0.05)
C (-1.03, 0.30, 0.47)
C (-1.29, 1.58, -0.05)
N (-0.18, 1.77, -0.93)
N (0.65, 0.70, -0.98)
H (1.56, -1.60, -0.50)
H (1.65, -0.97, 1.17)
H (0.31, -2.07, 0.70)
H (-1.55, -0.30, 1.20)
H (-1.25, 1.97, -1.39)

The relative energy (zero: lowest compared OMol25 entry of this formula, charge and spin) is 113.9 kcal per mole. The HOMO-LUMO gap comes out at 9.7 eV. For the strongest force on any atom, the calculation gives 0.028 Eh/bohr. Its spin multiplicity is 1. The total energy comes out at -281.40854 hartree.

Mulliken analysis output, partial charges in e:
1. C -0.7442
2. N 0.4812
3. C -0.0386
4. C -0.7484
5. N -0.2128
6. N -0.4406
7. H 0.2808
8. H 0.2998
9. H 0.2971
10. H 0.3618
11. H 0.4640

---

Entry 4:
Molecular formula: C32H37N10O2STi
Method: DFT, ωB97M-V/def2-TZVPD

Positions of all 83 atoms, in Å:
Ti (0.94, -0.03, 0.19)
C (1.14, 3.91, 1.80)
C (0.80, 2.56, 1.27)
N (1.62, 1.61, 0.97)
C (3.07, 1.69, 0.92)
C (3.71, 0.96, 2.13)
N (2.90, -0.20, 2.48)
C (3.50, -1.50, 2.74)
C (3.47, -2.38, 1.47)
N (2.23, -2.24, 0.72)
C (1.10, -3.14, 0.95)
C (-0.03, -2.86, -0.07)
N (-0.42, -1.45, -0.07)
C (-1.69, -1.05, -0.13)
C (-2.84, -1.94, -0.50)
C (-1.87, 0.33, 0.21)
C (-3.05, 1.07, 0.37)
C (-2.97, 2.36, 0.87)
C (-1.74, 2.92, 1.23)
C (-0.59, 2.18, 1.03)
N (-0.68, 0.94, 0.51)
H (2.21, 4.11, 1.75)
H (0.82, 4.00, 2.84)
H (0.63, 4.67, 1.21)
H (3.44, 2.72, 0.86)
H (3.39, 1.17, 0.00)
H (3.78, 1.66, 2.97)
H (4.72, 0.64, 1.87)
H (2.25, 0.04, 3.21)
H (2.91, -1.99, 3.52)
H (4.53, -1.42, 3.10)
H (3.63, -3.43, 1.74)
H (4.29, -2.07, 0.81)
H (1.94, -1.29, 0.92)
H (0.69, -3.07, 1.97)
H (1.44, -4.16, 0.80)
H (-0.88, -3.50, 0.17)
H (0.33, -3.13, -1.07)
H (-3.07, -2.65, 0.30)
H (-2.60, -2.52, -1.39)
H (-3.73, -1.36, -0.69)
H (-4.02, 0.65, 0.12)
H (-3.88, 2.93, 0.99)
H (-1.69, 3.92, 1.63)
N (-3.04, 1.64, -6.50)
C (-2.12, 1.89, -5.51)
C (-0.89, 2.49, -5.82)
C (0.07, 2.66, -4.84)
C (-0.19, 2.24, -3.55)
C (-1.42, 1.67, -3.22)
C (-2.38, 1.50, -4.19)
S (0.99, 2.35, -2.25)
O (0.42, 3.17, -1.22)
O (2.29, 2.73, -2.73)
N (1.10, 0.81, -1.61)
C (1.63, -0.14, -2.42)
N (2.08, -1.21, -1.74)
C (2.59, -2.21, -2.44)
C (2.70, -2.16, -3.82)
C (2.23, -1.00, -4.43)
N (1.69, 0.00, -3.75)
H (-2.94, 2.12, -7.38)
H (-3.98, 1.42, -6.23)
H (-0.70, 2.82, -6.83)
H (1.03, 3.10, -5.07)
H (-1.60, 1.37, -2.19)
H (-3.34, 1.07, -3.94)
H (2.94, -3.06, -1.87)
H (3.13, -2.97, -4.39)
H (2.28, -0.86, -5.50)
N (0.17, -0.59, 2.33)
C (-0.75, -0.86, 2.97)
C (-1.85, -1.26, 3.75)
C (-2.29, -0.49, 4.83)
C (-3.33, -0.95, 5.62)
C (-3.94, -2.16, 5.34)
C (-3.52, -2.93, 4.26)
C (-2.48, -2.48, 3.46)
H (-1.81, 0.46, 5.04)
H (-3.67, -0.36, 6.46)
H (-4.74, -2.52, 5.97)
H (-4.00, -3.87, 4.04)
H (-2.12, -3.08, 2.63)

The relative energy (zero: lowest compared OMol25 entry of this formula, charge and spin) is 96.0 kcal per mole. The HOMO-LUMO gap (spin up / spin down) comes out at 5.7 / 6.8 eV. The expectation value of S² is 2.013. For the strongest force on any atom, the calculation gives 0.066 Eh/bohr. The charge is +1. Its spin multiplicity is 3. The total energy comes out at -3187.12888 hartree.

Mulliken analysis output, partial charges in e:
1. Ti -3.0005
2. C -2.1306
3. C 0.6035
4. N 1.0528
5. C -0.8699
6. C -0.9834
7. N -0.0324
8. C -0.8058
9. C -1.0169
10. N 0.6754
11. C -0.8110
12. C -1.1456
13. N 1.3037
14. C 0.6450
15. C -1.8702
16. C -0.1025
17. C -0.6260
18. C -1.4131
19. C -0.6027
20. C 0.4987
21. N 2.1274
22. H 0.3933
23. H 0.3428
24. H 0.4486
25. H 0.8971
26. H 0.0381
27. H 0.3413
28. H 0.4609
29. H 0.2731
30. H 0.3904
31. H 0.4240
32. H 0.5112
33. H 0.3564
34. H -0.5286
35. H 0.2103
36. H 0.6232
37. H 0.7479
38. H 0.3287
39. H 0.2264
40. H 0.3856
41. H 0.5846
42. H 0.5401
43. H 0.5078
44. H 0.5790
45. N -0.5066
46. C 0.9759
47. C -0.7868
48. C -0.3702
49. C -0.3826
50. C -0.1214
51. C -0.7481
52. S 1.5244
53. O -0.8062
54. O -0.8121
55. N 0.2651
56. C 0.3777
57. N 0.0821
58. C 0.0212
59. C -1.0136
60. C -0.4376
61. N -0.4363
62. H 0.2135
63. H 0.2127
64. H 0.3109
65. H 0.5002
66. H 0.2552
67. H 0.3211
68. H 0.4627
69. H 0.4283
70. H 0.4737
71. N 0.1907
72. C 0.7530
73. C -0.2043
74. C -0.5073
75. C -0.7044
76. C -0.3806
77. C -0.7985
78. C -0.1633
79. H 0.5091
80. H 0.4174
81. H 0.4045
82. H 0.4259
83. H 0.4763